[1]
ORCA calculation (the ωB97M-V functional and the def2-TZVPD basis) on a structure of composition C30H37F9FeN2O6SSi in a non-equilibrium geometry.

```
87
Properties=species:S:1:pos:R:3:mulliken_charge:R:1
Fe -2.25801 -0.10795 0.74384 0.812
O -1.92273 0.58930 2.61608 -0.876
C -0.90087 0.47518 3.39754 0.148
C -0.49662 1.56769 4.20427 -0.542
C 0.59454 1.48538 5.03455 -0.615
C 1.35971 0.31437 5.09005 -0.431
C 0.97693 -0.77200 4.33738 -0.777
C -0.15340 -0.73600 3.51023 1.285
C -0.58654 -1.93009 2.84304 -0.767
N -1.59941 -1.95066 2.06145 0.716
N -2.07568 -3.12174 1.60497 -0.941
C -3.02858 -2.94663 0.72075 0.598
O -3.38983 -1.82191 0.23484 -0.942
C -3.74435 -4.17741 0.29054 0.304
C -3.19044 -5.44181 0.46962 -0.227
C -3.89976 -6.57104 0.09424 -0.629
C -5.17115 -6.44849 -0.45201 -0.329
C -5.72628 -5.18973 -0.63312 -0.577
C -5.01233 -4.05840 -0.27106 -0.423
H -1.08998 2.47103 4.13640 0.484
H 0.87106 2.33651 5.64541 0.383
H 2.23244 0.26080 5.72832 0.391
H 1.55688 -1.68889 4.38150 0.331
H -0.04620 -2.85646 3.05626 0.330
H -2.20460 -5.52120 0.90508 0.435
H -3.46681 -7.55451 0.22957 0.360
H -5.72429 -7.33189 -0.74685 0.369
H -6.71877 -5.09115 -1.05501 0.371
H -5.42381 -3.06715 -0.40779 0.373
C 1.79334 4.28333 -1.84349 -1.515
C 2.37484 3.12058 -1.04486 1.850
C 3.82106 2.85311 -1.46580 -1.516
C 2.31096 3.41453 0.45254 -1.187
O 1.55451 1.99557 -1.35959 0.756
Si 1.58649 0.42454 -0.96860 -2.203
S -0.34162 -0.14880 -0.33451 0.688
O 2.02157 -0.51262 -2.23278 0.415
C 1.56365 -0.59338 -3.58856 1.751
C 1.77520 -2.03926 -4.03077 -1.844
C 2.42780 0.35438 -4.42018 -1.443
C 0.09083 -0.22135 -3.73042 -1.653
O 2.71401 0.21899 0.18135 1.048
C 3.42560 -0.92921 0.65053 1.743
C 3.96577 -0.55804 2.02823 -1.720
C 2.49812 -2.13771 0.74485 -1.404
C 4.57301 -1.21960 -0.31959 -1.698
H 2.37824 5.19061 -1.68681 0.401
H 0.76321 4.45997 -1.53504 0.149
H 1.79319 4.03489 -2.90600 0.334
H 4.44116 3.72386 -1.24921 0.523
H 3.87103 2.63745 -2.53468 0.300
H 4.20378 1.99164 -0.91918 0.087
H 2.91222 4.29332 0.68981 0.502
H 2.68321 2.55627 1.01036 0.105
H 1.27875 3.59423 0.75632 0.113
H 2.82196 -2.32162 -3.90824 0.334
H 1.49339 -2.15763 -5.07767 0.446
H 1.15983 -2.70154 -3.42103 0.343
H 3.48262 0.11426 -4.27611 0.314
H 2.25615 1.38037 -4.09181 0.123
H 2.18287 0.27002 -5.47971 0.470
H -0.52310 -0.87834 -3.11739 0.322
H -0.21670 -0.31253 -4.77273 0.532
H -0.07966 0.80200 -3.39141 0.282
H 3.13705 -0.31980 2.69616 0.234
H 4.61120 0.31838 1.94830 0.344
H 4.54065 -1.38556 2.44680 0.422
H 1.61540 -1.87854 1.32954 0.119
H 3.01281 -2.97661 1.21459 0.588
H 2.16704 -2.42925 -0.25333 0.172
H 5.27311 -0.38204 -0.33703 0.368
H 4.16448 -1.35086 -1.32051 0.037
H 5.10662 -2.12358 -0.02238 0.478
F -4.03259 2.59130 -2.17750 -0.230
C -4.22715 3.37297 -1.11189 0.476
F -3.82049 4.61602 -1.45092 -0.265
F -5.55629 3.44781 -0.91090 -0.285
C -3.47729 2.79673 0.14540 0.583
O -3.54157 1.46937 0.16126 -0.963
C -2.00295 3.34107 0.06758 0.276
F -1.87820 4.65460 0.35326 -0.303
F -1.21184 2.69221 0.92417 -0.092
F -1.50018 3.15775 -1.16517 -0.262
C -4.13999 3.42464 1.41786 0.640
F -4.41286 4.74470 1.27861 -0.294
F -3.34808 3.30683 2.49241 -0.140
F -5.29728 2.81443 1.69583 -0.260
```

Summary:
energy above the lowest of the compared OMol25 structures with the same formula, charge and spin	33.5	kcal per mole
2S+1	6
frontier orbital gap (spin up / spin down)	7.39 / 6.57	eV
net charge	-1
calculated total energy	-124543.2720	eV
LUMO (spin up / spin down)	2.46 / 1.60	eV

[2]
ORCA calculation (the ωB97M-V functional and the def2-TZVPD basis) on a structure of composition C30H37N7P2SSn in a non-equilibrium geometry.

```
78
Properties=species:S:1:pos:R:3:mulliken_charge:R:1
Sn -0.46288 0.71619 -0.53457 1.549
C 0.48262 3.69829 -1.23577 -0.912
C 0.59742 4.32399 -0.00527 -0.548
C -0.66148 4.32479 0.60923 -0.993
C -1.56008 3.70289 -0.24017 -0.609
C -0.86418 3.27969 -1.39847 -0.894
H 1.24772 3.64599 -1.99647 0.638
H 1.49282 4.76579 0.41023 0.482
H -0.90378 4.77129 1.56353 0.498
H -2.62228 3.65169 -0.08227 0.818
H -1.31818 3.04289 -2.35147 0.836
C 3.10822 -0.44631 4.46723 -0.867
N 2.23462 0.30249 3.61033 0.225
C 2.11152 1.65599 3.53013 -0.728
C 1.14072 1.90009 2.59823 -0.394
N 0.66852 0.73049 2.12093 0.367
C 1.34372 -0.21881 2.72383 -0.221
P 1.12572 -2.00441 2.55653 -0.538
C -0.65538 -2.03191 2.21293 -0.315
N -1.28018 -1.54011 1.16853 0.530
C -2.56798 -1.92251 1.28433 -1.049
C -2.73308 -2.66361 2.42243 -0.878
N -1.50638 -2.73451 3.00853 0.237
C -1.15738 -3.42671 4.21553 -0.848
C 1.63252 -2.26161 0.83273 -0.337
N 1.45992 -1.47451 -0.20527 0.721
C 1.89682 -2.16851 -1.27867 -0.358
C 2.35142 -3.39481 -0.88697 -1.006
N 2.18412 -3.44781 0.46063 0.151
C 2.47852 -4.55391 1.32433 -0.841
H 3.82572 0.22319 4.93673 0.322
H 2.53782 -0.95771 5.24723 0.307
H 3.65242 -1.19501 3.88853 0.327
H 2.70812 2.31799 4.12313 0.441
H 0.75382 2.82929 2.22673 0.188
H -3.28238 -1.65261 0.53603 0.967
H -3.59918 -3.12491 2.85143 0.452
H -2.04798 -3.58351 4.82013 0.336
H -0.70418 -4.39741 3.99383 0.275
H -0.44358 -2.83111 4.78663 0.326
H 1.84932 -1.76451 -2.26667 0.341
H 2.76462 -4.20761 -1.44747 0.430
H 2.97822 -5.33591 0.75573 0.328
H 3.12842 -4.23691 2.14263 0.325
H 1.55732 -4.96031 1.74793 0.287
C 2.93792 1.48649 -0.60647 -0.768
C 2.59782 1.15669 -2.01627 0.554
C 3.55622 1.29869 -3.03567 -0.918
C 3.27182 0.85279 -4.29507 -1.120
C 2.03502 0.22859 -4.55237 1.188
C 1.75372 -0.40551 -5.77457 -0.843
C 0.54712 -1.03521 -5.95387 -0.677
C -0.41358 -1.00851 -4.94957 -0.710
C -0.18868 -0.38091 -3.73457 1.199
S -1.46698 -0.43351 -2.56587 -0.703
C 1.07802 0.22459 -3.49547 -1.262
N 1.39072 0.69359 -2.27017 0.964
H 3.97652 1.78809 -0.51127 0.555
H 2.74862 0.60979 0.01043 -0.090
H 2.28982 2.28579 -0.24927 -0.074
H 4.50462 1.76249 -2.81177 0.506
H 3.99392 0.93659 -5.09647 0.398
H 2.51122 -0.41211 -6.54377 0.394
H 0.33422 -1.55251 -6.87847 0.370
H -1.36428 -1.50081 -5.09107 0.491
C -5.41258 -0.15391 0.04023 -1.549
P -3.85688 0.85379 -0.11827 1.002
C -3.99998 1.72179 1.50483 -1.350
C -4.53918 2.08989 -1.30107 -1.333
H -6.27898 0.50109 0.12303 0.465
H -5.36268 -0.78621 0.92443 0.414
H -5.52118 -0.78401 -0.84067 0.360
H -4.88088 2.35879 1.53723 0.388
H -3.10608 2.31889 1.66903 0.277
H -4.06228 0.97089 2.29043 0.396
H -4.88898 1.54949 -2.17607 0.421
H -3.75828 2.77219 -1.61677 0.282
H -5.36778 2.64659 -0.86177 0.404
```

Summary:
energy above the lowest of the compared OMol25 structures with the same formula, charge and spin	2.4	kcal per mole
frontier orbital gap	6.18	eV
net charge	0
calculated total energy	-77385.5349	eV
LUMO	0.23	eV